Entry 1:
Formula: C39H59ClHfN6O2Si
Source: the OMol25 dataset
Level of theory: wB97M-V/def2-TZVPD

E_HOMO, eV: -13.5
Energy above the lowest of the compared OMol25 structures with the same formula, charge and spin, kJ/mol: 0.0
Charge: +2
F_max, hartree/bohr: 0.026

Structure (XYZ):
```
109
Properties=species:S:1:pos:R:3:forces:R:3:mulliken_charge:R:1
H -5.473089 1.449307 -3.775105 -0.01 0.01 -0.04 0.517
N -0.544552 -0.593868 -2.057025 -0.26 0.18 0.22 -0.685
H -4.132613 2.774319 0.048590 -0.01 0.09 0.09 0.464
H 0.370576 2.834472 -2.571843 -0.06 0.25 -0.08 0.141
N -1.115248 0.742449 -1.906946 -0.11 -0.24 0.20 -0.069
H -5.891529 -0.198834 1.233467 -0.03 0.01 -0.11 0.330
H 4.178078 4.358460 -1.571961 -0.02 -0.04 -0.02 0.190
O 2.430712 3.731083 -4.217115 -0.14 0.24 -0.28 -0.647
H -2.511717 6.117104 -4.856059 -0.03 0.02 -0.03 0.502
H 2.984564 5.351821 -6.271152 -0.04 -0.06 -0.06 0.434
H -0.537170 6.873509 -3.597198 0.04 0.10 0.00 0.584
C 3.681103 5.969324 -5.701542 0.04 0.03 -0.01 -1.762
H 0.633750 -2.721963 1.143182 0.03 0.00 -0.06 0.356
C -4.623604 -0.061339 -2.512586 0.01 0.00 0.01 -0.604
H 3.156709 6.861905 -5.366674 0.00 0.03 -0.01 0.406
H 1.626710 -1.923028 3.279385 -0.07 -0.01 0.01 0.379
C -4.219245 -0.147807 2.588755 0.07 -0.06 -0.04 0.814
C -1.410084 3.124100 -3.724122 -0.08 0.34 -0.18 -1.685
C 3.293968 4.651382 -3.566022 0.07 0.19 -0.08 1.903
H 6.099238 6.481846 -4.547326 0.05 0.01 -0.04 0.521
H -0.131578 3.158830 -0.504463 -0.14 -0.02 0.13 -0.083
H 4.827099 7.063506 -3.491894 -0.03 0.07 0.02 0.370
H 1.315551 2.590160 1.600542 -0.09 0.01 0.04 0.225
H 4.019454 -0.064857 1.007236 0.04 0.05 0.05 0.330
N 3.192458 2.628852 -2.137495 0.13 -0.46 0.42 1.176
H 3.137076 -1.004826 3.271242 0.04 0.04 0.02 0.384
H -4.463606 -0.753043 5.925057 0.02 -0.01 0.06 0.418
H 5.967183 3.703148 -4.523763 0.05 -0.03 0.05 0.436
H 1.958041 -0.149273 -2.829292 0.02 -0.09 -0.03 0.555
H -3.762204 -1.353502 -1.051502 0.02 -0.13 0.03 0.684
C -3.809935 0.682985 -0.344203 -0.03 -0.03 0.12 0.797
C -1.217111 4.546365 0.711820 -0.06 -0.06 -0.03 -1.068
H -1.294725 -1.268566 -1.888466 0.13 0.12 -0.06 0.228
H 5.835545 5.694165 -3.008832 0.03 -0.06 0.09 0.344
C 5.170037 4.053561 -5.177293 -0.03 0.00 -0.02 -1.718
H -0.223447 -0.740942 -3.016720 0.02 -0.03 0.31 0.298
H 3.121624 6.347112 -2.243161 0.04 0.01 -0.01 0.721
C -0.990858 3.137234 0.178131 0.04 0.07 -0.07 0.369
H 4.440699 6.294404 -6.409909 0.02 0.03 -0.03 0.496
H 2.132274 -3.201806 0.324697 -0.11 -0.04 -0.07 0.552
H 2.179344 6.505505 -3.697669 -0.03 -0.06 0.00 0.292
C 5.326338 6.165490 -3.849126 -0.03 -0.02 -0.05 -1.876
C 2.281484 -1.298679 1.317806 0.12 -0.08 0.18 1.425
C 1.476894 -2.360564 0.554018 0.25 0.01 0.21 -1.407
C -0.768585 5.818265 -3.635316 -0.02 -0.10 0.09 -0.514
H 2.113754 4.126620 -5.036808 -0.01 0.05 0.00 0.596
C 1.218122 5.376396 -2.152698 0.02 0.16 0.05 0.547
C 2.557165 -1.756190 2.739426 -0.04 0.05 -0.08 -1.750
C -2.207953 4.054584 -4.374848 -0.01 0.04 -0.01 -0.068
C -3.839573 -0.312825 3.925220 -0.01 -0.02 -0.04 -0.501
H -2.164076 4.601644 1.253599 -0.02 0.00 0.00 0.501
C 0.038399 4.908648 -2.961211 -0.06 0.03 -0.07 0.122
C -4.031674 -0.331261 -1.285186 0.00 0.06 0.02 -0.788
H 4.947483 3.391994 -2.837334 -0.07 0.07 -0.01 0.329
H 4.535610 3.205848 -5.432107 -0.02 -0.03 -0.03 0.273
C 2.474722 5.793792 -2.926193 0.07 -0.11 -0.01 -2.013
C 3.573104 -0.962980 0.585951 -0.04 -0.02 0.03 -1.500
H -1.296136 -1.391156 1.882929 0.07 0.00 0.01 0.605
Si -2.968165 0.271860 1.285068 -0.07 0.06 0.07 -0.643
Cl -3.607558 3.518405 -5.237555 0.00 0.02 -0.04 -0.184
Hf 0.080474 0.275645 0.184740 -0.39 0.62 -1.09 1.307
H 1.103215 -1.996271 -0.421591 0.13 -0.03 0.01 0.361
H 0.903901 6.238804 -1.558402 -0.01 0.02 -0.02 0.930
C -1.593589 -0.949338 0.922685 -0.27 -0.18 -0.08 -0.706
O 1.473627 -0.087794 1.390971 0.53 -0.48 0.26 -0.650
H -2.580742 2.651741 2.118956 0.01 0.04 0.02 0.240
H 3.411953 -0.808117 -0.482380 -0.03 0.02 0.00 0.279
H 0.954384 4.234269 3.369329 -0.03 -0.01 -0.01 0.495
H -2.803151 -0.205074 4.221158 0.10 0.02 0.02 0.282
H 1.460777 4.602418 -1.433252 0.04 0.01 0.13 -1.613
H -0.281208 5.977721 2.028299 0.00 0.02 0.01 0.539
H -1.956463 -1.780765 0.313254 -0.11 -0.06 0.03 0.648
H -1.858453 2.798617 -0.391278 0.14 0.02 0.01 -0.286
H -1.672157 1.444128 2.984883 0.00 -0.01 0.04 0.696
H -0.772801 3.949353 3.373243 -0.03 -0.01 0.02 0.327
C -4.247504 1.969385 -0.665434 0.03 -0.04 -0.05 0.022
H -5.158928 3.252330 -2.121095 -0.02 0.08 -0.03 0.510
C -1.970730 1.758172 1.982186 -0.13 -0.02 -0.08 -0.796
H -1.317013 5.204244 -0.154345 -0.02 -0.01 -0.01 0.437
C 2.225681 0.803472 -2.411671 0.04 0.12 -0.16 -0.930
C -4.772024 -0.630210 4.897417 0.01 0.00 -0.02 -0.786
C -6.104595 -0.793025 4.547149 -0.01 0.00 0.01 -0.482
H -7.537942 -0.768297 2.957488 -0.07 -0.01 -0.02 0.422
H 0.845079 5.076348 1.035452 0.05 0.00 -0.03 0.041
H -6.833797 -1.040424 5.304349 -0.05 -0.02 0.05 0.410
C -5.564800 -0.320875 2.256626 0.04 0.04 0.04 -0.200
N 3.131897 1.566095 -2.952896 0.09 -0.28 -0.20 -0.960
C -5.011805 1.234830 -2.822183 -0.04 0.00 -0.03 -0.729
H -2.137908 0.722344 -2.028097 0.32 -0.02 0.03 0.033
H 5.653766 4.396713 -6.088980 0.04 0.02 -0.05 0.491
H 2.278931 3.159312 -0.311267 0.02 -0.02 0.12 0.719
H -1.664827 2.075570 -3.791004 -0.22 0.18 -0.35 0.896
N -0.709957 2.100819 1.229758 -0.06 0.16 0.06 1.443
N 1.682277 1.323019 -1.267181 0.38 -0.36 0.17 0.371
H 3.121957 -2.686218 2.732649 0.04 -0.06 0.01 0.434
H -0.714827 1.371016 -2.603049 0.03 -0.44 0.44 -0.228
C -4.833794 2.248220 -1.892762 0.03 -0.01 0.02 -0.593
C 0.109400 3.971389 2.730244 0.05 -0.07 0.06 -1.034
C -0.295787 3.560378 -3.029078 0.09 0.01 -0.18 1.456
H 0.479455 1.835991 2.947212 0.01 0.09 -0.11 0.645
C 0.370397 2.586428 2.160337 0.06 -0.01 0.07 -0.972
C -0.079246 4.989936 1.617430 -0.01 0.01 0.00 -0.613
C -1.886340 5.402432 -4.342132 -0.08 -0.12 -0.01 -1.021
C 4.365789 5.207409 -4.559526 -0.02 0.01 -0.02 1.689
C 2.381702 2.448737 -1.110706 -0.42 0.16 0.06 -1.034
C -6.500585 -0.640362 3.228734 0.01 0.01 -0.02 -0.802
H -4.798057 -0.860888 -3.217764 -0.02 -0.07 -0.05 0.494
H 4.283948 -1.778780 0.698429 0.05 -0.06 -0.02 0.532
C 3.999330 3.789582 -2.484723 0.06 0.09 0.08 -1.762
```
Positions in Å, forces in eV/Å.


Entry 2:
Formula: C4H5N2S
Source: the OMol25 dataset
Level of theory: wB97M-V/def2-TZVPD

E_HOMO, eV: -15.4
Energy above the lowest of the compared OMol25 structures with the same formula, charge and spin, kJ/mol: 390.6
Charge: +1
F_max, hartree/bohr: 0.100

Structure (XYZ):
```
12
Properties=species:S:1:pos:R:3:forces:R:3:mulliken_charge:R:1
H -2.989165 0.124802 0.965319 -1.05 -0.43 2.80 0.233
N -1.369747 0.649627 -0.146514 3.09 -1.90 -1.64 -0.031
C -1.381815 -0.625881 -0.329010 -0.82 3.12 0.66 0.149
C -2.700312 0.185526 -0.007441 0.06 0.01 -1.02 -0.054
N 0.444703 1.239995 -0.199856 -3.04 2.23 0.47 -0.207
S 0.013079 -1.525390 -0.350152 0.04 1.10 -0.06 -0.050
C 0.965352 0.158556 -0.174866 0.22 -5.16 -0.16 0.576
H 2.809017 -1.147893 -0.133235 -0.53 -0.32 -0.02 0.438
H 2.884114 0.566565 -0.284715 2.35 2.21 -1.81 0.379
H -3.515191 0.465591 -0.649102 0.16 -0.31 -1.06 0.263
C 2.372094 -0.197585 0.130765 -0.56 0.34 1.64 -1.037
H 2.467875 0.106083 1.178802 0.07 -0.89 0.21 0.340
```
Positions in Å, forces in eV/Å.


Entry 3:
Formula: C2H3BrN
Source: the OMol25 dataset
Level of theory: wB97M-V/def2-TZVPD

E_HOMO (alpha / beta), eV: -13.5 / -13.5
Energy above the lowest of the compared OMol25 structures with the same formula, charge and spin, kJ/mol: 603.7
Charge: +1
F_max, hartree/bohr: 0.086

Structure (XYZ):
```
7
Properties=species:S:1:pos:R:3:forces:R:3:mulliken_charge:R:1
H 1.099916 0.227862 0.593137 -0.62 -1.30 0.67 0.403
N 0.504099 -0.678809 0.577674 -2.90 3.28 0.55 -0.228
H -0.459477 -0.616600 1.234333 2.48 0.28 -0.70 0.482
Br -1.213970 1.910645 -2.069257 -0.97 0.41 -1.46 0.293
H 0.872536 -1.549109 0.834018 1.22 -1.80 0.41 0.340
C -0.343605 1.359157 -0.700888 1.00 -3.14 1.90 -0.152
C -0.459500 -0.653146 -0.469017 -0.21 2.27 -1.37 -0.137
```
Positions in Å, forces in eV/Å.


Entry 4:
Formula: C15H7Cl5FeN2O2
Source: the OMol25 dataset
Level of theory: wB97M-V/def2-TZVPD

Spin multiplicity: 6
⟨S²⟩: 8.799
E_HOMO (alpha / beta), eV: -10.5 / -10.5
Energy above the lowest of the compared OMol25 structures with the same formula, charge and spin, kJ/mol: 2.7
Charge: +1
F_max, hartree/bohr: 0.037

Structure (XYZ):
```
32
Properties=species:S:1:pos:R:3:forces:R:3:mulliken_charge:R:1
Cl -2.669055 4.364256 -0.376655 -0.03 0.05 -0.18 -0.160
C 2.670141 0.667838 -0.342688 -0.05 0.10 0.03 -0.390
O -0.830529 -1.553630 -0.454245 -0.15 -0.38 0.05 -0.493
Fe -0.364792 0.097656 0.501119 -0.24 1.73 -0.73 0.573
C 1.614789 -3.309213 -2.430169 0.01 0.23 0.15 -0.739
C -2.768571 4.553687 2.322402 0.09 -0.14 -0.01 -0.030
H 1.278185 -5.156713 -3.449218 -0.01 0.00 0.00 0.434
Cl -0.659462 0.634932 2.851983 0.25 -0.45 0.43 -0.230
Cl -3.587761 6.038134 2.098152 -0.03 0.07 -0.02 -0.153
N 3.212221 -1.004481 -1.619268 -0.11 -0.07 -0.01 -0.039
C 3.694990 0.145512 -1.076449 0.03 0.09 0.06 -0.358
Cl -3.003772 5.012686 4.982024 -0.04 0.10 0.12 -0.168
C 1.101746 -2.301975 -1.622284 0.32 -0.19 -0.23 -0.287
H 4.697944 0.495161 -1.246467 -0.01 -0.02 -0.02 0.426
H -2.082569 -3.586245 -1.298750 0.02 0.04 0.02 0.487
C -0.281810 -2.413679 -1.195213 -0.04 0.34 0.19 0.994
C -2.510658 4.100921 3.622815 0.12 -0.26 -0.16 0.521
C -1.700675 2.579296 1.357794 -0.16 0.33 0.74 0.279
C 0.840529 -4.391098 -2.823416 0.06 0.02 -0.01 -0.624
C -0.503824 -4.498814 -2.417909 -0.25 0.00 0.09 -0.539
H -1.098021 -5.345514 -2.733036 0.03 0.00 -0.01 0.419
C 1.923931 -1.174306 -1.225354 0.06 0.17 0.08 1.111
N 1.582691 -0.149535 -0.442383 -0.45 -0.16 0.27 -0.184
H 2.640546 1.576717 0.233638 0.05 -0.01 -0.01 0.451
O -1.329663 1.872413 0.336250 0.86 -1.55 -0.28 -0.970
C -1.847002 2.888197 3.799104 -0.13 0.29 0.07 -0.364
C -1.463611 2.166110 2.683328 -0.24 0.34 -0.65 0.815
H 3.732428 -1.620373 -2.219840 0.04 0.01 -0.02 0.170
Cl -1.505265 2.302928 5.371273 0.05 -0.11 0.08 -0.167
H 2.639821 -3.269070 -2.770721 0.01 -0.03 -0.02 0.337
C -2.368925 3.815191 1.213991 0.11 -0.20 0.16 0.393
C -1.053994 -3.536977 -1.629814 -0.14 -0.34 -0.17 -0.514
```
Positions in Å, forces in eV/Å.


Entry 5:
Formula: C7H10
Source: the OMol25 dataset
Level of theory: wB97M-V/def2-TZVPD

Structure (SMILES): C1[C@@H]2CC3(CC3)[C@H]12
E_HOMO, eV: -9.3
Energy above the lowest of the compared OMol25 structures with the same formula, charge and spin, kJ/mol: 231.6
F_max, hartree/bohr: 0.006

Structure (XYZ):
```
17
Properties=species:S:1:pos:R:3:forces:R:3:mulliken_charge:R:1
H -1.637864 1.812943 0.073109 0.04 -0.12 -0.16 0.240
C 0.586418 -0.896228 -0.848722 -0.01 -0.03 -0.15 -0.847
C 1.494983 -0.701071 0.368339 0.20 -0.22 -0.02 -0.148
C -1.482359 0.970778 -0.598866 0.03 0.18 -0.10 -0.655
H -2.274628 -1.083450 -0.865341 0.04 0.09 0.17 0.248
H 0.986494 -0.539500 -1.805178 -0.08 0.01 0.13 0.280
C -1.937816 -0.379820 -0.106172 -0.09 -0.17 0.09 -0.659
H 0.250756 -1.932258 -0.961317 0.04 0.17 -0.01 0.314
H -2.467218 -0.454395 0.840084 0.11 0.07 -0.11 0.249
H 2.136350 -1.460421 0.804771 -0.10 0.14 -0.10 0.372
H 1.717697 1.440535 -0.255906 -0.05 -0.10 0.15 0.169
C -0.483172 -0.043410 -0.129878 -0.04 0.01 0.00 0.758
H 0.130889 0.139848 2.102507 0.06 -0.04 -0.16 0.419
H -1.600122 1.212987 -1.651362 0.09 -0.13 0.12 0.243
C 0.432945 0.134732 1.058951 -0.21 0.05 0.24 -0.575
C 1.718222 0.760930 0.596718 0.10 0.13 -0.01 -0.671
H 2.428419 1.017804 1.378262 -0.13 -0.07 -0.09 0.262
```
Positions in Å, forces in eV/Å.


Entry 6:
Formula: C20H23BrN2O2
Source: the OMol25 dataset
Level of theory: wB97M-V/def2-TZVPD

Structure (SMILES): CN(C)[C@H](CNC(=O)CCC(=O)c1ccc(Br)cc1)c1ccccc1
E_HOMO, eV: -7.9
Energy above the lowest of the compared OMol25 structures with the same formula, charge and spin, kJ/mol: 295.7
F_max, hartree/bohr: 0.088

Structure (XYZ):
```
48
Properties=species:S:1:pos:R:3:forces:R:3:mulliken_charge:R:1
C 0.329179 -2.669480 -0.251679 -1.09 -1.29 -0.37 -0.662
H -2.868964 -3.509290 -3.195825 1.66 0.02 0.44 0.321
C -0.805443 -2.708104 -1.371208 1.04 2.07 1.53 0.498
H 0.973428 -1.794363 -0.225480 -0.36 0.51 -0.70 0.496
H 1.868676 1.933891 -0.666727 1.41 -0.58 0.40 0.360
H 0.302777 -3.407475 1.856325 -1.10 0.20 -1.28 0.257
Br 0.028132 -5.244040 -6.919524 0.05 0.34 0.42 -0.161
C 0.857466 -4.098717 -4.378629 -0.65 -0.39 -1.11 -0.584
C -0.220859 -4.433135 -5.218625 -1.79 1.00 1.97 0.063
C 0.918608 2.023877 -1.097115 -2.73 3.09 0.87 -1.222
C -1.781833 -3.679675 -3.441202 -0.46 -0.04 -2.28 -0.549
H 0.719416 3.113946 -1.185919 1.04 0.01 -0.94 0.395
N -1.057305 -0.451686 1.713175 1.56 -1.01 1.26 -0.061
C -0.131912 4.008753 2.237417 2.75 1.66 1.77 -0.522
C 0.739018 2.904719 2.163060 -0.51 0.17 0.61 0.594
H -1.604924 1.347504 2.379871 -2.58 1.90 0.50 0.583
C -0.111774 -1.472816 1.895070 -0.02 2.48 -0.54 0.355
C -1.558779 1.909397 -0.414170 2.28 -0.65 0.51 -1.131
C 2.286306 3.948901 3.871221 -1.86 0.31 -1.50 -0.639
C 0.255237 5.123982 3.036413 2.98 -1.39 0.36 -0.549
H -2.397293 -4.498032 -5.455809 0.64 0.61 1.05 0.337
O 0.912592 -1.274598 2.538573 -0.60 -0.22 0.11 -0.639
C -0.640503 -3.351036 -2.669693 -0.44 -1.07 0.59 0.680
H -1.452729 -2.975215 1.265307 1.96 -0.09 -0.79 0.387
H -1.667365 1.539796 -1.401099 -0.72 -0.74 -0.95 0.393
H -2.191999 1.390113 0.322840 0.33 0.05 -0.54 0.332
C 1.851132 2.875189 3.061386 -0.23 -0.99 -0.60 -0.062
H -1.890869 2.915796 -0.459385 -0.15 1.48 0.21 0.244
C 0.649798 -3.628299 -3.061099 0.54 -0.07 -2.39 -0.461
H -1.021956 4.131962 1.696592 -1.08 -0.31 -0.84 0.377
H -1.613239 -0.460194 0.886922 -0.34 -0.40 -0.52 0.349
H 1.724211 6.040416 4.520776 -0.02 -1.89 -1.75 0.232
C 0.316751 1.641459 1.351029 -0.75 0.17 -0.23 -0.676
H -0.248730 0.669970 3.281212 -0.52 0.38 -1.17 0.419
H 0.776045 1.589074 -2.058044 0.04 -0.77 -0.66 0.294
H 1.817457 -4.179769 -4.883259 0.20 -0.10 0.73 0.374
C -1.585508 -4.169879 -4.754591 1.64 -1.12 -0.25 -0.388
H -0.353360 6.004652 3.003123 -0.18 0.36 0.26 0.376
H 3.119078 3.877512 4.523346 0.65 -0.27 0.38 0.423
H 1.197139 1.039555 1.351559 0.65 -0.69 -0.11 0.706
H 1.544648 -3.357137 -2.500236 -0.51 -0.08 0.11 0.310
C -0.320187 -2.747542 1.161047 -0.53 -1.27 1.57 -0.678
N -0.105861 1.700444 -0.138116 -1.31 -1.62 4.02 0.516
C 1.558585 5.131400 3.794757 -3.39 1.21 0.32 -0.457
H 2.347393 1.887694 3.177298 -0.09 0.79 -0.30 0.322
C -0.730536 0.847729 2.275527 3.66 -1.49 -0.90 -1.426
O -1.773864 -2.012543 -1.181082 -0.78 -0.01 0.38 -0.606
H 1.042722 -3.474705 -0.435328 -0.28 -0.28 0.35 0.474
```
Positions in Å, forces in eV/Å.


Q: Which formula does entry 1 have?
A: C39H59ClHfN6O2Si